P.
# C5H5NO2S

C5H5NO2S in the gas phase (ωB97M-V/def2-TZVPD, the Open Molecules 2025 dataset).

```
14
Properties=species:S:1:pos:R:3
N 1.3633 1.8389 0.2699
C -0.0916 1.8207 0.0626
O -0.8291 2.7558 -0.2717
C -0.5333 0.4868 0.0246
S -2.1884 0.1874 0.0388
C -1.8965 -1.5664 -0.0444
C -0.5758 -1.9187 -0.0549
C 0.3441 -0.8700 -0.0719
O 1.6331 -0.9791 -0.3888
H 1.8391 1.0494 0.7729
H 1.7355 2.6932 0.5916
H -2.6573 -2.2304 0.2931
H -0.2206 -2.8665 -0.1425
H 2.0775 -0.4011 -1.0793
```

Values from the calculation:
Molar mass (g mol⁻¹): 143.2
Structure (SMILES): NC(=O)c1sccc1O
LUMO level (eV): -0.2084

These are the Löwdin partial charges, in e, on atoms 1 to 4:
1. N 0.122
2. C -0.552
3. O 0.021
4. C -0.428

Q.
# C5H5NO2S

C5H5NO2S in the gas phase (ωB97M-V/def2-TZVPD, the Open Molecules 2025 dataset).

```
14
Properties=species:S:1:pos:R:3
O -4.5760 -0.1955 -0.2943
C -3.5158 0.2093 -0.0930
C -2.3090 0.4521 0.0466
C -1.0977 0.8203 0.0635
N 0.0289 1.1498 0.3381
C 1.4578 0.9664 0.3287
C 1.8273 -0.1750 -0.5123
S 1.4065 -1.6746 0.3053
O -0.2140 -1.7552 -0.1619
H 1.7143 0.5343 1.3621
H 1.8534 1.8632 0.0751
H 1.4480 -0.1901 -1.4916
H 2.8713 -0.1723 -0.5504
H -0.8950 -1.8327 0.5840
```

Values from the calculation:
Molar mass (g mol⁻¹): 143.2
Structure (SMILES): O=C=C=C=NCCSO
LUMO level (eV): 0.4292

These are the Löwdin partial charges, in e, on atoms 1 to 4:
1. O 0.161
2. C -0.256
3. C -0.024
4. C -0.112

Least stable structure: Q

P.
# C2H2NO3

A gas-phase ion, C2H2NO3 (charge -1) (ωB97M-V/def2-TZVPD, the Open Molecules 2025 dataset).

```
8
Properties=species:S:1:pos:R:3
O 0.3396 -2.4092 0.1264
C 0.8839 -1.3098 -0.0107
N 0.4816 -0.1547 -0.5538
C -0.4224 1.1131 0.0942
O 0.1986 1.8654 0.8017
O -1.5375 1.0265 -0.3947
H 1.7979 -1.2533 0.6188
H 0.0624 -0.1225 -1.4719
```

Values from the calculation:
Molar mass (g mol⁻¹): 88.0
Structure (SMILES): O=CNC(=O)[O-]
LUMO level (eV): 4.3424
Charge: -1

These are the Löwdin partial charges, in e, on atoms 1 to 4:
1. O -0.056
2. C -0.451
3. N 0.047
4. C -0.695

Q.
# C2H2NO3

2 unconnected molecules or ions with the total composition C2H2NO3 (ωB97M-V/def2-TZVPD, the Open Molecules 2025 dataset).

```
8
Properties=species:S:1:pos:R:3
C 0.2328 -0.3457 0.3139
C 4.0376 0.3147 0.0271
N 0.4871 -1.2892 -0.4965
O 4.2341 -0.0194 1.1614
O 3.8992 0.8710 -1.0052
O 1.6595 -1.6691 -0.8955
H 0.9763 0.0979 0.9092
H -0.6974 -0.3113 0.8284
```

Values from the calculation:
Molar mass (g mol⁻¹): 88.0
LUMO level (eV): 3.5168
Charge: -1

These are the Löwdin partial charges, in e, on atoms 1 to 4:
1. C -0.222
2. C -0.395
3. N -0.325
4. O 0.126

Least stable structure: Q

P.
# C5H11N

A gas-phase ion, C5H11N (charge -1) (ωB97M-V/def2-TZVPD, the Open Molecules 2025 dataset).

```
17
Properties=species:S:1:pos:R:3
C -0.4224 -1.9682 1.8113
C -0.5133 -0.6734 0.9296
C 0.2418 -0.8094 -0.3581
C 0.4854 0.4123 -1.1822
C 0.2081 1.6661 -0.8304
N 0.5095 2.7531 -1.6256
H 0.4918 -2.5045 1.5341
H -1.3142 -2.5838 1.7331
H -0.1659 -1.6695 2.8297
H -1.5518 -0.4176 0.7304
H -0.0324 0.0256 1.6050
H 1.2065 -1.3032 -0.1655
H -0.2414 -1.5699 -0.9864
H 0.8612 0.2351 -2.1845
H -0.2062 1.9380 0.1301
H 0.2595 2.7859 -2.6130
H 0.1836 3.6833 -1.3578
```

Values from the calculation:
Molar mass (g mol⁻¹): 85.1
Multiplicity: 2
LUMO level (alpha / beta) (eV): 3.8521 / 3.7855
Charge: -1

These are the Löwdin partial charges, in e, on atoms 1 to 4:
1. C -0.137
2. C -0.326
3. C -0.294
4. C -0.194

Q.
# C5H11N

A gas-phase ion, C5H11N (charge -1) (ωB97M-V/def2-TZVPD, the Open Molecules 2025 dataset).

```
17
Properties=species:S:1:pos:R:3
C -0.0546 -1.4715 -1.3064
N -0.6284 -0.8558 1.5467
C -0.1694 0.1029 0.6544
C 0.0268 -0.1041 -0.6600
C 0.7601 0.8961 -1.5213
C 0.1049 1.4321 1.3051
H -0.4860 -1.3663 -2.3036
H 0.9364 -1.9180 -1.4223
H -0.7000 -2.1488 -0.7399
H -0.8476 -1.7623 1.1565
H -1.2583 -0.5063 2.2533
H 0.6612 1.9115 -1.1526
H 1.8253 0.6638 -1.6051
H 0.3273 0.9050 -2.5249
H -0.2572 2.2715 0.6984
H 1.1947 1.5381 1.3910
H -0.3513 1.5704 2.2831
```

Values from the calculation:
Molar mass (g mol⁻¹): 85.1
Multiplicity: 2
LUMO level (alpha / beta) (eV): 4.2514 / 4.1421
Charge: -1

These are the Löwdin partial charges, in e, on atoms 1 to 4:
1. C -0.207
2. N 0.017
3. C -0.514
4. C -0.367

Least stable structure: P

P.
# C11H12N

A molecular structure, C11H12N (ωB97M-V/def2-TZVPD, the Open Molecules 2025 dataset).

```
24
Properties=species:S:1:pos:R:3
C 0.2347 1.6795 -0.7504
C 1.4723 1.6277 -0.4394
C 1.1538 -0.3844 0.1853
C 0.3707 -1.2502 -1.7493
C -0.7285 -0.6517 -1.0050
C -0.9027 0.8165 -0.5906
C -0.3894 -0.3386 0.3878
C 2.2532 0.5897 0.0713
C -2.3696 1.3671 -0.6909
C -1.0523 -0.5867 1.7178
C 3.6528 0.4253 0.4180
N 1.4953 -0.9187 -0.9186
H 0.3478 -2.3244 -1.6870
H 0.3858 -0.9383 -2.7655
H -1.6594 -1.1453 -1.2849
H -2.8367 0.9296 -1.6147
H -2.3900 2.4634 -0.7570
H -2.8945 1.0863 0.2964
H -0.3378 -0.9154 2.4741
H -1.8672 -1.2622 1.7135
H -1.4920 0.3689 2.1769
H 4.0984 0.6276 -0.5457
H 3.8859 -0.6157 0.8018
H 3.9003 0.9793 1.2736
```

Values from the calculation:
Molar mass (g mol⁻¹): 158.2
LUMO level (eV): -5.4817
Charge: +1

These are the Löwdin partial charges, in e, on atoms 1 to 4:
1. C 0.196
2. C 0.138
3. C -0.110
4. C -0.079

Q.
# C11H12N

A gas-phase ion, C11H12N (charge +1) (ωB97M-V/def2-TZVPD, the Open Molecules 2025 dataset).

```
24
Properties=species:S:1:pos:R:3
C 3.6125 -1.1146 -0.3289
C 2.3833 -1.5902 -0.0165
C 1.3089 -0.7660 -0.2112
C 0.0117 -0.1931 -0.1528
C -1.3686 -0.3464 -0.1212
C -2.0195 -1.5829 0.0901
C -3.4098 -1.6228 0.0906
C -4.1636 -0.4207 0.0232
C -3.5451 0.8030 -0.2512
C -2.1359 0.8420 -0.3087
N 1.1750 0.7090 -0.4666
C 1.6685 1.6666 0.4934
H 4.5333 -1.5385 -0.0671
H 3.6736 -0.1449 -0.5647
H 2.0774 -2.6421 0.2469
H -1.3913 -2.5088 0.2048
H -3.9366 -2.4870 0.3408
H -5.2132 -0.6034 0.1854
H -3.9741 1.7721 -0.3094
H -1.7427 1.7830 -0.7372
H 1.2817 1.2297 -1.3744
H 1.3525 1.0981 1.4109
H 2.7843 1.8867 0.6245
H 1.0754 2.5255 0.3590
```

Values from the calculation:
Molar mass (g mol⁻¹): 158.2
Structure (SMILES): C=CC1=C(c2ccccc2)[N@H+]1C
LUMO level (alpha / beta) (eV): -4.7705 / -4.7700
Charge: +1

These are the Löwdin partial charges, in e, on atoms 1 to 4:
1. C 0.122
2. C -0.083
3. C -0.058
4. C 0.018

Least stable structure: P

P.
# C6H30O9

9 unconnected molecules or ions with the total composition C6H30O9 (ωB97M-V/def2-TZVPD, the Open Molecules 2025 dataset).

```
45
Properties=species:S:1:pos:R:3
C -1.6087 3.7594 0.0391
C -0.4863 3.3255 1.0041
O 0.3212 4.3834 1.4752
H -2.3505 4.3076 0.6158
H -2.0684 2.8525 -0.3553
H -1.2098 4.3374 -0.7941
H 0.1941 2.5911 0.5570
H -0.9795 2.7659 1.7996
H 0.6875 4.8555 0.7234
C -2.1188 -5.3069 -0.7935
C -2.4148 -3.9451 -1.4316
O -1.5218 -2.9349 -0.9908
H -2.8962 -6.0010 -1.1375
H -2.1151 -5.3321 0.2933
H -1.2051 -5.7270 -1.2133
H -3.4433 -3.6225 -1.2316
H -2.2298 -3.9962 -2.5053
H -1.7519 -2.6116 -0.1004
C 3.1300 1.7822 -0.3411
C 3.4459 1.9760 -1.8148
O 4.4415 2.9435 -2.0840
H 2.2303 1.1848 -0.2031
H 2.9909 2.6970 0.2461
H 4.0119 1.3400 0.1333
H 2.5496 2.2189 -2.3905
H 3.7546 0.9824 -2.1730
H 5.2592 2.6051 -1.7001
O -3.0056 0.8452 1.8741
H -2.6691 1.0112 2.7623
H -3.0268 -0.1147 1.7894
O -2.1597 -2.1798 1.6344
H -1.6163 -2.5852 2.3248
H -3.0724 -2.3045 1.9292
O 0.0402 -0.0897 0.4336
H -0.8174 -0.3961 0.7545
H -0.0170 -0.1683 -0.5300
O 2.4275 -0.0919 2.4344
H 2.7500 0.4451 3.1658
H 1.6467 0.3765 2.1070
O 2.2275 -2.5668 0.9729
H 1.8208 -2.3979 0.1174
H 2.1019 -1.7397 1.4709
O -0.0742 0.1652 -2.7615
H -0.7182 -0.5481 -2.8634
H -0.4546 0.9087 -3.2429
```

Values from the calculation:
Molar mass (g mol⁻¹): 246.3
Structure (SMILES): CCO.CCO.CCO.O.O.O.O.O.O
LUMO level (eV): -0.2793

These are the Löwdin partial charges, in e, on atoms 1 to 4:
1. C -0.075
2. C -0.331
3. O -0.079
4. H 0.073

Q.
# C6H30O9

9 unconnected molecules or ions with the total composition C6H30O9 (ωB97M-V/def2-TZVPD, the Open Molecules 2025 dataset).

```
45
Properties=species:S:1:pos:R:3
C 0.9867 -3.2176 0.1091
O 1.7289 -3.7387 1.1983
H 1.6795 -3.0080 -0.7058
H 0.2296 -3.9473 -0.1783
H 0.4444 -2.3017 0.3440
H 2.6221 -3.3893 1.2389
C -0.1372 1.8588 2.4272
O 0.9641 1.7040 1.5499
H -0.2973 0.9554 3.0157
H 0.1344 2.7095 3.0522
H -1.0005 2.0832 1.8008
H 1.6214 2.3916 1.6798
C 3.1454 -0.3899 -0.2051
O 4.4667 -0.8142 0.1761
H 2.5323 -0.2584 0.6865
H 3.2367 0.5762 -0.7016
H 2.5877 -0.9980 -0.9173
H 4.4000 -1.6257 0.6847
C -2.3819 -1.0743 2.8847
O -1.7926 -1.4844 1.6135
H -1.6571 -1.3952 3.6329
H -2.3005 0.0060 3.0046
H -3.4123 -1.4277 2.9233
H -2.0161 -2.3960 1.4118
C -3.4084 0.9395 -0.5984
O -2.6433 0.0960 -1.4188
H -4.4630 0.6920 -0.7194
H -3.2062 0.8468 0.4686
H -3.2138 1.9688 -0.8997
H -1.7239 0.1852 -1.1575
C 1.3612 4.1148 -2.1239
O 1.9109 2.9737 -1.4929
H 0.2723 4.1553 -2.0983
H 1.6333 5.0441 -1.6234
H 1.6679 4.1827 -3.1677
H 1.4570 2.8481 -0.6563
O -0.1079 0.0681 -0.5225
H -0.6450 -0.1365 0.2429
H 0.5873 0.6323 -0.1841
O 0.0368 -1.1100 -3.1599
H 0.2296 -0.7774 -2.2833
H -0.0546 -0.3249 -3.6997
O -1.8592 -2.7862 -1.7963
H -2.5508 -2.1246 -1.8055
H -1.0647 -2.3062 -2.0300
```

Values from the calculation:
Molar mass (g mol⁻¹): 246.3
Structure (SMILES): CO.CO.CO.CO.CO.CO.O.O.O
LUMO level (eV): 0.0912

These are the Löwdin partial charges, in e, on atoms 1 to 4:
1. C -0.161
2. O -0.114
3. H 0.076
4. H 0.084

Least stable structure: Q